# 1
{"formula": "H12O6", "method": "the ωB97M-V functional and the def2-TZVPD basis", "species": ["O", "O", "O", "O", "O", "O", "H", "H", "H", "H", "H", "H", "H", "H", "H", "H", "H", "H"], "xyz": [[-29.09636, -5.23004, -12.01511], [-25.84944, -5.11240, -11.78345], [-23.78876, -6.35074, -13.09254], [-26.82028, -2.63219, -9.18850], [-25.43146, -8.91891, -12.62385], [-26.85526, -7.48208, -10.56137], [-24.36161, -7.06786, -13.36422], [-24.60195, -9.19766, -12.23597], [-27.70260, -2.27312, -9.28231], [-29.35687, -4.65238, -12.73251], [-26.63561, -7.09598, -9.71348], [-28.33333, -5.70049, -12.35080], [-25.89946, -8.49032, -11.90724], [-24.34594, -5.78967, -12.55311], [-26.42680, -4.61114, -11.20758], [-27.80253, -7.61505, -10.52636], [-26.25318, -1.86325, -9.13050], [-26.13253, -6.02042, -11.67579]], "forces_ev_per_a": [[-0.15, -0.10, 0.37], [-0.01, 0.30, -0.26], [0.61, -0.14, -0.20], [0.03, -0.31, -0.05], [0.00, -0.09, -0.52], [-0.01, -0.07, -0.18], [-0.18, -0.35, -0.09], [0.26, -0.08, 0.06], [-0.27, 0.05, -0.03], [-0.08, 0.15, -0.18], [0.23, 0.12, 0.30], [0.29, -0.04, -0.19], [-0.20, 0.12, 0.42], [-0.07, 0.42, 0.11], [-0.10, 0.39, 0.27], [-0.40, -0.11, -0.06], [0.22, 0.16, 0.00], [-0.18, -0.42, 0.24]], "lowdin_charge": [-0.05, -0.05, -0.07, -0.05, -0.05, -0.03, 0.00, 0.05, 0.03, 0.04, 0.08, 0.01, -0.02, -0.03, 0.04, 0.07, 0.03, -0.01], "smiles": "O.O.O.O.O.O", "fmax_ha_per_bohr": 0.013}



# 2
{"formula": "H12O6", "method": "the ωB97M-V functional and the def2-TZVPD basis", "species": ["O", "O", "O", "O", "O", "O", "H", "H", "H", "H", "H", "H", "H", "H", "H", "H", "H", "H"], "xyz": [[2.25026, 0.83772, -0.60511], [-0.28324, 1.52741, -1.05185], [-2.59544, 0.42599, -1.22811], [-0.10615, -0.36199, 1.28781], [2.54721, -0.64654, 1.65764], [-1.85631, -1.83054, -0.00340], [-0.55505, 2.13851, -0.45264], [-2.81805, 0.09103, -2.08615], [3.01720, -0.00969, 2.19932], [-1.11321, -1.54052, 0.54483], [-2.45463, -2.17399, 0.63541], [0.71369, -0.61131, 1.69092], [-2.24668, -0.34395, -0.78556], [2.81063, 0.70272, -1.37159], [0.16026, 0.16759, 0.51667], [1.43601, 1.26453, -0.89012], [-1.10253, 1.04922, -1.23651], [2.50164, -0.35063, 0.77952]], "forces_ev_per_a": [[0.85, -0.25, 0.29], [2.05, -2.08, -2.22], [-0.27, 1.14, -0.24], [-1.12, 0.47, -0.68], [0.07, -1.49, 2.63], [0.35, -0.14, -0.89], [-1.10, 3.10, 2.77], [-0.36, -0.12, -0.82], [0.03, 0.16, -0.30], [0.63, 0.43, 0.23], [-1.03, -0.49, 0.62], [1.23, -0.30, 0.59], [-0.01, -1.38, 0.96], [-0.09, 0.09, -0.14], [-0.15, -0.07, 0.21], [-0.51, 0.02, -0.41], [-0.74, -0.35, -0.48], [0.18, 1.26, -2.12]], "lowdin_charge": [-0.05, -0.02, -0.02, -0.04, -0.03, -0.04, 0.01, 0.06, 0.06, 0.00, 0.05, 0.00, -0.01, 0.06, 0.02, 0.00, 0.00, -0.04], "smiles": "O.O.O.O.O.O", "fmax_ha_per_bohr": 0.084}



# 3
{"formula": "H12O6", "method": "the ωB97M-V functional and the def2-TZVPD basis", "species": ["O", "O", "O", "O", "O", "O", "H", "H", "H", "H", "H", "H", "H", "H", "H", "H", "H", "H"], "xyz": [[-1.64065, 0.77159, -2.39799], [1.68337, 0.40127, 1.80764], [-3.01078, 0.12620, 0.27630], [3.08773, -1.14724, -0.11617], [-1.13370, -0.08425, 2.63146], [0.86857, -0.09271, -2.20696], [1.43742, 0.63943, -2.15779], [-2.78957, -0.81185, 0.44273], [-0.07765, 0.18427, -2.43834], [-0.85206, -0.29780, 1.76285], [2.76957, -0.88352, -0.92808], [-1.55120, 1.67440, -2.17143], [-3.02737, 0.61090, 1.16338], [2.16785, -0.16828, 1.08225], [-2.00765, 0.27817, -1.54183], [3.04731, -2.15384, -0.18517], [-0.28650, 0.05302, 3.07887], [2.33360, 1.07625, 1.93833]], "forces_ev_per_a": [[-1.29, -3.24, 1.80], [0.87, -1.91, -2.05], [0.15, 0.31, 1.21], [1.13, -3.13, 2.55], [-0.30, 0.21, 1.35], [-1.63, -1.82, -0.26], [0.66, 1.73, -0.09], [-0.32, 0.83, 0.36], [1.46, 0.06, 0.41], [0.48, -0.18, -1.36], [-1.38, 1.08, -3.02], [-0.05, 1.45, 0.64], [0.29, -1.33, -1.67], [-1.34, 1.00, 1.77], [0.90, 2.00, -2.33], [0.10, 2.06, 0.38], [-0.16, 0.07, -0.07], [0.44, 0.82, 0.39]], "lowdin_charge": [-0.07, -0.10, -0.09, -0.04, -0.06, -0.09, -0.01, 0.06, 0.01, -0.01, -0.03, 0.03, 0.08, 0.05, 0.10, 0.11, 0.03, 0.01], "smiles": "O.O.O.O.O.O", "fmax_ha_per_bohr": 0.081}



# 4
{"formula": "H12O6", "method": "the ωB97M-V functional and the def2-TZVPD basis", "species": ["O", "O", "O", "O", "O", "O", "H", "H", "H", "H", "H", "H", "H", "H", "H", "H", "H", "H"], "xyz": [[-0.59205, -0.69359, -0.13590], [-0.71978, 3.27183, 0.14438], [-0.14669, 1.08210, -3.03973], [-0.59451, 1.12329, 1.75140], [1.53918, -1.02201, -1.71721], [-0.18135, -2.93243, 1.64832], [0.26787, -2.99159, 2.49781], [0.22115, 3.46439, 0.07221], [0.32469, 0.83897, 1.52244], [-0.01493, 0.45537, -3.72395], [0.77274, -0.94801, -1.08679], [-0.64655, -1.43826, 0.45499], [2.19668, -0.93233, -1.03656], [-0.80165, 2.65752, 0.88563], [0.36929, -3.42177, 1.02747], [-0.59435, 0.57707, -2.36074], [-0.72341, 0.88032, 2.64964], [-0.67634, 0.02911, 0.44659]], "forces_ev_per_a": [[0.10, -1.14, -1.53], [0.06, 0.22, -0.07], [-0.37, 1.07, 0.67], [1.48, -0.04, -0.91], [-0.83, -0.24, 0.97], [0.02, 0.04, 0.00], [-0.02, -0.04, -0.06], [-0.13, 0.01, -0.06], [-0.82, 0.57, 0.58], [0.39, -0.89, -1.02], [0.01, 0.04, -1.18], [-0.11, -0.88, 0.41], [1.25, 0.03, -0.03], [0.02, 0.20, -0.16], [0.02, -0.07, 0.03], [-0.08, -0.04, 0.33], [-0.24, -0.34, 1.31], [-0.75, 1.50, 0.73]], "lowdin_charge": [-0.02, -0.07, -0.04, -0.03, -0.09, -0.04, 0.05, 0.03, 0.11, 0.01, -0.02, 0.01, 0.01, -0.02, 0.06, 0.01, 0.07, -0.03], "smiles": "O.O.O.O.O.O", "fmax_ha_per_bohr": 0.037}



# 5
{"formula": "H12O6", "method": "the ωB97M-V functional and the def2-TZVPD basis", "species": ["O", "O", "O", "O", "O", "O", "H", "H", "H", "H", "H", "H", "H", "H", "H", "H", "H", "H"], "xyz": [[-0.26147, -0.30739, -0.51850], [-0.20218, 3.25346, 0.75113], [-2.77159, -1.51485, -1.40643], [1.41473, 1.44718, 2.41210], [1.75280, -0.10737, -2.51539], [0.11521, -2.91115, 1.16507], [0.51125, -0.06078, -1.07283], [1.08490, 0.65051, 2.84153], [-3.00461, -1.98939, -0.60239], [-0.15969, -1.99810, 1.31541], [2.52898, -0.56603, -2.16680], [0.67369, 1.77269, 1.87808], [-0.49347, 0.49866, -0.03859], [0.30590, 3.30737, -0.06893], [0.00988, -3.35661, 2.01377], [1.50358, -0.60189, -3.30612], [-1.92279, -1.08375, -1.20195], [-1.08512, 3.56747, 0.52083]], "forces_ev_per_a": [[0.23, 0.47, 0.10], [-0.08, -0.16, -0.28], [0.08, 0.18, 0.08], [-0.23, -0.16, -0.11], [0.22, -0.10, 0.03], [-0.07, -0.02, 0.24], [-0.44, -0.33, 0.09], [0.09, 0.07, -0.04], [0.07, -0.02, -0.08], [0.09, -0.07, -0.24], [-0.12, 0.08, -0.08], [0.17, 0.16, 0.20], [0.05, -0.07, -0.12], [-0.05, 0.07, 0.14], [0.01, 0.07, -0.11], [-0.05, 0.06, 0.15], [-0.10, -0.19, -0.02], [0.11, -0.04, 0.06]], "lowdin_charge": [-0.06, -0.04, -0.08, -0.07, -0.04, -0.06, 0.02, 0.03, 0.03, 0.01, 0.06, -0.02, 0.04, 0.06, 0.03, 0.06, -0.01, 0.06], "smiles": "O.O.O.O.O.O", "fmax_ha_per_bohr": 0.011}



# 6
{"formula": "H12O6", "method": "the ωB97M-V functional and the def2-TZVPD basis", "species": ["O", "O", "O", "O", "O", "O", "H", "H", "H", "H", "H", "H", "H", "H", "H", "H", "H", "H"], "xyz": [[-3.95449, -2.23859, -0.04922], [0.64248, -0.64855, 1.57117], [5.60644, -1.01098, -0.40269], [0.68819, 2.43491, 0.70438], [-3.66971, 1.45793, -0.57599], [0.68443, -0.04413, -1.05643], [-3.11254, -2.13443, 0.40823], [-4.34570, 1.08354, -1.15207], [1.38310, -0.49000, 0.97506], [1.32930, 2.63514, 0.01309], [5.49324, -1.11332, -1.35437], [1.49610, 0.38723, -1.34644], [4.94323, -0.35629, -0.15669], [0.37115, 1.55236, 0.48169], [0.09586, 0.68691, -0.83696], [-3.03690, 0.74027, -0.45979], [-0.04015, -0.04154, 1.26367], [-4.55553, -2.55453, 0.63483]], "forces_ev_per_a": [[0.07, 0.07, 0.14], [-0.05, 0.05, 0.45], [-0.18, 0.12, -0.14], [-0.06, 0.01, -0.21], [0.13, -0.06, -0.07], [0.14, 0.18, -0.23], [-0.03, -0.09, -0.05], [0.04, -0.01, 0.08], [-0.25, -0.17, 0.02], [-0.02, 0.14, 0.10], [0.08, -0.06, 0.07], [-0.05, -0.04, -0.22], [0.12, -0.07, 0.08], [0.32, 0.44, 0.48], [-0.15, -0.16, -0.69], [-0.22, 0.00, -0.01], [0.10, -0.40, 0.30], [0.01, 0.04, -0.09]], "lowdin_charge": [-0.06, -0.05, -0.06, -0.03, -0.06, -0.04, 0.03, 0.04, 0.02, 0.05, 0.03, 0.06, 0.02, -0.03, 0.02, 0.01, 0.01, 0.04], "smiles": "O.O.O.O.O.O", "fmax_ha_per_bohr": 0.014}



# 7
{"formula": "H12O6", "method": "the ωB97M-V functional and the def2-TZVPD basis", "species": ["O", "O", "O", "O", "O", "O", "H", "H", "H", "H", "H", "H", "H", "H", "H", "H", "H", "H"], "xyz": [[-0.49430, 1.09060, 0.56810], [2.41079, 0.94217, -0.30428], [2.83584, -1.26671, 1.18039], [-1.94934, 0.92543, -2.36222], [-0.64357, -1.04313, 2.25720], [-2.45803, -1.11158, -0.18615], [3.60435, -1.21307, 1.72748], [-1.49037, -0.96467, 1.87320], [-1.03277, 1.42590, -0.09902], [-1.55404, -1.02818, -0.48278], [2.66690, -0.41191, 0.75901], [2.28672, 0.18340, -0.88803], [0.41278, 1.39473, 0.43514], [-2.44320, 1.49070, -2.92930], [-2.59737, -1.92271, 0.37128], [2.66835, 1.66781, -0.86884], [-2.04645, 0.14157, -2.88784], [-0.17629, -0.30033, 1.83665]], "forces_ev_per_a": [[1.70, -0.71, 1.85], [-0.36, -0.07, -0.10], [-0.99, -0.48, -0.68], [0.47, -0.12, 0.30], [1.73, -0.07, 0.69], [-1.37, -0.90, 0.75], [0.63, 0.36, 0.37], [-1.53, 0.26, -0.61], [-1.38, 0.89, -1.94], [0.45, -0.37, 0.36], [0.60, -0.16, 0.84], [-0.06, 0.14, -0.22], [-0.17, 0.05, -0.30], [-0.65, 1.48, -0.34], [0.79, 1.13, -1.11], [0.21, 0.29, -0.21], [0.24, -1.26, 0.08], [-0.32, -0.46, 0.28]], "lowdin_charge": [-0.03, -0.04, -0.05, -0.02, -0.06, -0.08, 0.02, -0.03, 0.00, 0.01, -0.03, 0.07, 0.03, 0.03, 0.07, 0.07, 0.03, 0.00], "smiles": "O.O.O.O.O.O", "fmax_ha_per_bohr": 0.051}



# 8
{"formula": "H12O6", "method": "the ωB97M-V functional and the def2-TZVPD basis", "species": ["O", "O", "O", "O", "O", "O", "H", "H", "H", "H", "H", "H", "H", "H", "H", "H", "H", "H"], "xyz": [[19.96334, 30.19246, -2.75220], [22.15191, 28.41368, -2.27992], [16.66040, 31.73436, 0.03767], [19.87360, 26.66089, -2.38144], [17.14555, 29.76169, -3.85277], [18.65346, 29.71398, 0.22097], [19.52863, 30.26417, -1.94776], [22.63778, 28.11062, -1.49238], [18.05627, 29.90454, -3.61202], [17.45478, 31.30429, -0.25979], [20.85104, 29.98518, -2.54750], [16.69637, 31.74135, 1.04183], [20.60278, 27.29386, -2.49942], [18.83526, 28.76482, 0.09226], [17.05736, 30.05952, -4.74961], [20.23916, 25.84009, -2.72544], [19.19344, 29.81613, 1.01007], [22.53397, 27.89310, -2.94481]], "forces_ev_per_a": [[-0.36, 0.34, -2.71], [-0.12, 0.64, 1.99], [-0.75, 0.74, 2.03], [0.42, 0.02, -0.07], [-0.64, -0.31, 0.49], [0.83, -1.12, 0.23], [-1.33, 0.22, 2.55], [-0.39, 0.36, -0.15], [0.71, 0.04, -0.01], [0.42, -0.47, 0.07], [1.48, -0.49, 0.25], [0.09, -0.15, -2.08], [-0.47, 0.05, 0.20], [-0.60, 0.25, -0.65], [0.02, 0.23, -0.55], [-0.21, -0.12, 0.03], [0.00, 0.74, 0.27], [0.89, -0.96, -1.90]], "lowdin_charge": [0.00, -0.02, -0.08, -0.07, -0.04, -0.04, -0.02, 0.09, -0.02, -0.03, -0.01, 0.06, -0.02, 0.07, 0.02, 0.03, 0.05, 0.03], "smiles": "O.O.O.O.O.O", "fmax_ha_per_bohr": 0.056}



# 9
{"formula": "H12O6", "method": "the ωB97M-V functional and the def2-TZVPD basis", "species": ["O", "O", "O", "O", "O", "O", "H", "H", "H", "H", "H", "H", "H", "H", "H", "H", "H", "H"], "xyz": [[1.66783, 2.97153, -1.84702], [1.90026, 1.99883, 3.46062], [-1.07759, -3.40188, 0.90682], [-1.63435, 0.56157, 0.51029], [-1.61345, -3.25671, -2.51627], [1.04869, 1.02229, -1.16431], [-1.76754, -2.72904, -3.30799], [1.24378, 3.40216, -2.59784], [1.20816, 1.57317, 3.97907], [1.69385, 0.97408, -0.44987], [-0.42562, -3.58552, 1.59253], [0.81515, 0.10230, -1.33187], [2.58952, 3.24662, -1.90875], [-1.62050, -0.30813, 0.92552], [-2.56007, 0.82669, 0.55212], [-1.44834, -2.54846, 1.15826], [-2.47300, -3.28295, -2.08097], [2.45322, 2.43345, 4.11965]], "forces_ev_per_a": [[0.82, 2.09, -0.66], [0.01, -0.03, 0.22], [-0.03, 0.15, 0.19], [-0.20, -0.17, 0.14], [-0.17, 0.11, -0.13], [-0.52, -2.19, 0.42], [0.06, -0.05, 0.05], [0.00, 0.01, 0.06], [0.02, 0.04, -0.12], [-0.11, 0.13, -0.03], [-0.03, -0.04, -0.09], [-0.13, -0.16, 0.23], [-0.01, 0.15, -0.06], [0.05, 0.17, -0.08], [0.06, 0.04, -0.02], [0.04, -0.18, -0.07], [0.14, -0.06, 0.05], [-0.02, -0.01, -0.11]], "lowdin_charge": [-0.08, -0.06, -0.05, -0.05, -0.06, -0.09, 0.03, 0.04, 0.03, 0.04, 0.04, 0.04, 0.04, 0.01, 0.04, 0.01, 0.03, 0.03], "smiles": "O.O.O.O.O.O", "fmax_ha_per_bohr": 0.046}



# 10
{"formula": "H12O6Xe", "method": "the ωB97M-V functional and the def2-TZVPD basis", "species": ["Xe", "O", "O", "O", "O", "O", "O", "H", "H", "H", "H", "H", "H", "H", "H", "H", "H", "H", "H"], "xyz": [[-1.72709, -0.16541, -0.49390], [2.14844, 0.17072, 0.28572], [-0.27310, -3.51620, 1.82130], [1.13435, -0.75160, -2.66084], [0.78790, -1.11980, 2.69274], [-2.07185, 3.68121, 1.29944], [-0.87139, 0.89958, -4.00652], [1.92077, 1.08402, 0.45971], [-1.94089, 3.41380, 0.38973], [-0.05164, -0.74189, 2.95459], [-2.99548, 3.49906, 1.47252], [-0.28428, 0.38263, -3.45490], [0.75320, -1.58485, -2.38402], [3.07341, 0.10459, 0.52299], [0.00928, -2.63376, 2.06168], [1.07540, -0.19176, -1.88668], [-0.89958, 1.75951, -3.58706], [1.11522, -0.52997, 2.01362], [-0.90267, -3.75991, 2.49988]], "forces_ev_per_a": [[-0.05, 0.01, 0.09], [-0.45, -0.12, 0.07], [-0.35, -0.60, -0.36], [-0.08, 0.22, -0.42], [-0.11, -0.11, 0.33], [0.22, 0.04, 0.15], [-0.44, 0.26, -0.22], [-0.04, 0.39, 0.00], [0.03, -0.05, -0.25], [-0.23, 0.23, 0.23], [-0.25, -0.03, 0.08], [0.51, -0.51, 0.05], [-0.07, -0.31, 0.09], [0.36, -0.13, -0.01], [0.51, 0.46, 0.14], [0.31, 0.03, 0.50], [-0.06, 0.24, -0.01], [0.34, 0.15, -0.57], [-0.13, -0.18, 0.10]], "lowdin_charge": [0.22, -0.04, -0.07, -0.07, -0.05, -0.07, -0.08, 0.05, 0.01, 0.05, 0.03, -0.05, 0.04, 0.06, -0.04, -0.03, 0.02, 0.00, 0.03], "fmax_ha_per_bohr": 0.015}



Number 1: orbital gap 10.481 eV, highest occupied orbital energy -0.37908 hartree, E_tot -458.6302 hartree. Number 2: orbital gap 12.122 eV, highest occupied orbital energy -0.41686 hartree, E_tot -458.6501 hartree. Number 3: orbital gap 11.498 eV, highest occupied orbital energy -0.40390 hartree, E_tot -458.6186 hartree. Number 4: orbital gap 9.959 eV, highest occupied orbital energy -0.37603 hartree, E_tot -458.6101 hartree. Number 5: orbital gap 10.924 eV, highest occupied orbital energy -0.39303 hartree, E_tot -458.6299 hartree. Number 6: orbital gap 11.106 eV, highest occupied orbital energy -0.42357 hartree, E_tot -458.5863 hartree. Number 7: orbital gap 10.334 eV, highest occupied orbital energy -0.37421 hartree, E_tot -458.6092 hartree. Number 8: orbital gap 10.435 eV, highest occupied orbital energy -0.38811 hartree, E_tot -458.6132 hartree. Number 9: orbital gap 9.941 eV, highest occupied orbital energy -0.35427 hartree, E_tot -458.5674 hartree. Number 10: orbital gap 10.809 eV, highest occupied orbital energy -0.40040 hartree, E_tot -787.9798 hartree.